Below is a cluster of 2 separate species, C4H14N4 in total at a distorted geometry, with properties calculated with ωB97M-V with the def2-TZVPD basis set.

Atoms and positions in Å:
C (-2.3801, 1.5176, 4.6026)
C (-2.8243, 2.5177, 5.6329)
C (-3.2947, 0.5085, 4.0754)
C (5.0899, -1.7401, -8.4344)
N (-1.1296, 1.5043, 4.4215)
N (3.0290, -2.1951, -7.3944)
N (-0.4170, 0.6129, 3.5210)
N (4.1981, -1.8588, -7.3481)
H (-2.9757, 3.5054, 5.2526)
H (-2.1012, 2.6137, 6.4320)
H (-3.7152, 2.1773, 5.9911)
H (-2.7705, -0.2863, 3.5519)
H (-4.0514, 0.9992, 3.4797)
H (-3.8206, 0.1758, 4.9477)
H (5.9925, -1.0432, -8.1364)
H (5.4986, -2.6909, -8.6983)
H (4.5261, -1.3319, -9.2950)
H (-0.4045, 2.0073, 4.9718)
H (2.6167, -2.5349, -8.2555)
H (-0.9656, -0.2638, 3.3796)
H (0.5605, 0.4947, 3.8273)
H (4.5223, -1.7171, -6.3982)

**HOMO-LUMO gap**: 0.2985 hartree
**Highest occupied orbital energy**: -16.02 eV
**Total charge**: +2
**LUMO energy**: -7.902 eV


Below is a cluster of 3 separate species, C4H14NO in total, with properties calculated with ωB97M-V with the def2-TZVPD basis set.

Atoms and positions in Å:
C (-2.1572, -1.9053, -1.2558)
C (-1.0146, -2.8604, -0.9382)
N (1.9431, 0.6823, 0.9359)
C (1.8082, 2.1286, 1.0564)
C (0.9893, 2.6797, -0.1066)
H (-2.1073, -1.5290, -2.2772)
H (-2.1307, -1.0463, -0.5754)
H (-3.1243, -2.3903, -1.1273)
H (-1.0566, -3.2019, 0.0968)
H (-1.0384, -3.7390, -1.5800)
H (-0.0469, -2.3698, -1.0492)
H (2.5588, 0.2975, 1.6400)
H (2.8070, 2.5707, 1.0410)
H (1.3277, 2.4215, 1.9962)
H (0.0242, 2.1700, -0.1287)
H (0.8531, 3.7532, -0.0022)
H (1.4830, 2.4560, -1.0517)
H (1.0482, 0.1973, 0.9613)
H (-1.3690, -0.1622, 1.5769)
O (-0.7975, -0.1527, 0.7878)

**HOMO-LUMO gap (alpha / beta)**: 0.3579 / 0.2384 hartree
**Multiplicity**: 2
**Highest occupied orbital energy (alpha / beta)**: -9.04 / -8.93 eV
**LUMO energy (alpha / beta)**: 0.702 / -2.442 eV


Below is a cluster of 2 separate species, C4H14NO in total at a distorted geometry, with properties calculated with ωB97M-V with the def2-TZVPD basis set.

Atoms and positions in Å:
C (0.1869, 1.6033, -1.0272)
C (-0.0488, 0.9912, 0.3425)
N (-0.6811, -0.3576, 0.2280)
C (-1.9677, -0.5096, -0.4855)
C (1.2567, 0.8671, 1.1284)
H (0.9559, 1.0542, -1.5667)
H (0.4518, 2.6444, -0.8665)
H (-0.7355, 1.6372, -1.6109)
H (-0.7176, 1.5932, 0.9581)
H (0.0021, -1.0857, -0.0815)
H (-0.7451, -0.7954, 1.1559)
H (-1.7877, -0.3395, -1.5197)
H (-2.3321, -1.5091, -0.2804)
H (-2.7050, 0.1963, -0.1090)
H (1.7547, -0.0792, 0.8938)
H (1.1573, 0.9353, 2.2060)
H (1.9567, 1.6040, 0.7705)
H (0.8227, -3.4461, -0.0434)
H (2.0662, -2.4732, -0.0695)
O (1.1096, -2.5310, -0.0231)

**HOMO-LUMO gap**: 0.4915 hartree
**Highest occupied orbital energy**: -16.38 eV
**Total charge**: +1
**LUMO energy**: -3.007 eV


One value per record, in order, for energy relative to the best compared isomer or geometry (same formula, charge and spin): 271.7 108.6 32.0 kJ/mol.